1.
49
Properties=species:S:1:pos:R:3:nbo_charge:R:1 method="wB97M-V/def2-TZVPD" multiplicity=5 total_charge=+2 de_lowest_kcal_mol=0.79
I -0.396 2.345 -1.902 0.307
Rh 0.672 0.483 0.507 0.951
S 2.918 1.449 -0.234 -0.313
N 0.176 2.468 1.511 -0.832
N -0.825 -0.040 2.392 -0.620
N 1.920 -0.744 2.005 -0.845
N 4.714 0.946 -2.082 -0.757
N 2.675 -0.027 -2.450 -0.565
C 1.323 -0.816 3.354 -0.240
C -4.205 0.527 -2.751 -0.162
C -4.112 -0.748 -2.222 -0.110
C -1.221 1.212 3.061 -0.243
C -1.994 1.025 -1.928 -0.080
C -0.637 -2.045 -0.271 -0.223
C -0.170 -1.049 3.240 -0.238
C 3.079 -0.626 -3.715 -0.440
C -2.953 -1.155 -1.542 -0.018
C 3.463 0.726 -1.691 0.363
C -2.846 -2.482 -1.075 -0.039
C -1.680 -2.929 -0.460 -0.212
C -0.721 -0.664 -0.590 -0.149
C -0.161 2.290 2.936 -0.238
C -1.866 -0.249 -1.343 -0.230
C -3.140 1.406 -2.619 -0.196
H 2.247 -1.206 -4.103 0.240
H 5.080 0.597 -2.953 0.419
H 3.924 -1.301 -3.572 0.219
H 0.273 -2.422 0.185 0.214
H 1.716 -0.099 -2.151 0.420
H 0.750 2.015 3.465 0.202
H 1.531 0.123 3.864 0.205
H 5.312 1.518 -1.510 0.435
H -4.933 -1.446 -2.332 0.243
H -3.672 -3.163 -1.239 0.240
H -0.613 -1.076 4.241 0.219
H 2.836 -0.306 2.034 0.413
H -1.652 -0.460 1.990 0.396
H 1.774 -1.608 3.954 0.225
H -3.197 2.392 -3.060 0.252
H -0.527 3.216 3.384 0.225
H 2.081 -1.681 1.645 0.391
H -2.136 1.566 2.580 0.213
H 0.956 3.112 1.404 0.407
H -5.096 0.836 -3.280 0.255
H -1.457 1.044 4.115 0.220
H -1.595 -3.960 -0.145 0.250
H -0.350 -2.025 2.783 0.209
H -0.604 2.894 1.019 0.396
H 3.337 0.138 -4.450 0.219

2.
5
Properties=species:S:1:pos:R:3:nbo_charge:R:1 method="wB97M-V/def2-TZVPD" de_lowest_kcal_mol=61.29
F -0.469 -1.652 -0.476 -0.180
F -0.876 1.185 -0.471 -0.211
F 1.608 1.170 -0.269 -0.072
O 0.034 0.205 0.587 -0.029
N -0.297 -0.907 0.629 0.492

Number 1: M 549.3 u. Number 2: M 87.0 u.